C19H18F3N5O3S | ωB97M-V/def2-TZVPD

The value obtained for the LUMO energy is -0.86 eV. As for the total charge: 0. The value obtained for the strongest force on any atom is 0.0278 hartree/bohr. The calculation puts the energy at -1932.16169 Eh. Its HOMO-LUMO gap is 7.79 eV. The structure (SMILES) is CCOC(=O)N1CCN(C(=O)c2cnn3c(C(F)(F)F)cc(-c4cccs4)nc23)CC1.

```
49
Properties=species:S:1:pos:R:3:forces:R:3
C -4.5901 -2.9468 1.0761 -0.0764 0.4095 -0.0409
C -5.3809 -1.6544 1.2224 -0.0560 -0.3956 0.3539
O -4.7800 -0.5874 0.4902 0.1401 0.1830 -0.1609
C -3.7475 0.0339 1.0971 -0.1301 0.2101 -0.0902
O -3.3703 -0.2038 2.2212 0.0508 -0.2890 0.3794
N -3.2116 1.0018 0.3123 -0.0309 -0.0444 -0.0698
C -3.5161 1.1436 -1.0985 -0.1436 -0.0130 -0.2903
C -2.2144 1.4164 -1.8676 -0.1813 -0.0013 -0.2115
N -1.1303 0.6635 -1.2778 -0.1432 0.1284 -0.0615
C -0.7067 -0.4625 -1.8994 0.2198 0.0957 0.0457
O -1.1977 -0.8560 -2.9434 -0.1503 -0.2838 -0.2019
C 0.4246 -1.1885 -1.2823 0.3544 -0.0190 0.0752
C 0.5815 -2.5810 -1.2828 0.2334 0.3744 0.1293
N 1.7441 -2.9672 -0.7801 -0.1189 -1.2893 -0.1177
N 2.3833 -1.8569 -0.4676 -0.3021 1.3980 -0.0564
C 3.6256 -1.7234 0.0495 0.3830 0.1058 0.1513
C 4.3981 -2.9899 0.3336 0.3388 -0.5952 0.1369
F 3.7741 -3.7748 1.2169 -0.1929 0.1668 0.0169
F 5.6060 -2.7147 0.8500 -0.0115 0.3181 0.0039
F 4.6093 -3.7132 -0.7694 -0.1289 0.1714 -0.1480
C 4.1200 -0.4759 0.2851 -0.2934 -0.2485 -0.1258
C 3.2999 0.6514 -0.0235 -0.4334 -0.8282 -0.2007
C 3.7440 1.9980 0.2024 0.1698 0.9832 0.1049
C 4.9497 2.4714 0.6604 -0.4468 -0.4010 -0.1761
C 4.9886 3.8728 0.7374 -0.0769 0.3745 -0.0059
C 3.8196 4.4507 0.3420 -0.1607 -0.2609 -0.0528
S 2.6460 3.3002 -0.1367 0.5434 -0.1160 0.1570
N 2.0911 0.5068 -0.5258 0.5183 0.8174 0.1256
C 1.6220 -0.7066 -0.7512 -0.3424 -1.1286 -0.1480
C -0.7852 1.0473 0.0755 0.0995 0.2484 0.4102
C -2.0142 1.6767 0.7536 0.1442 -0.1346 0.1613
H -5.1139 -3.7542 1.5797 -0.0437 -0.1255 0.0496
H -4.4719 -3.1994 0.0248 -0.0094 -0.0711 -0.0818
H -3.6070 -2.8303 1.5256 0.0604 -0.0361 0.0424
H -6.3822 -1.7541 0.7983 0.1065 0.0429 0.0724
H -5.4478 -1.3691 2.2772 -0.0758 -0.0269 -0.1901
H -3.9750 0.2180 -1.4485 0.0799 0.1664 -0.0366
H -4.2267 1.9648 -1.2510 0.0285 -0.0656 -0.0974
H -1.9560 2.4787 -1.8419 -0.0275 -0.0316 -0.0339
H -2.3180 1.0963 -2.9053 -0.0152 0.1493 0.1387
H -0.1230 -3.3120 -1.6257 -0.1278 -0.1606 -0.0900
H 5.1060 -0.3505 0.6964 0.0694 -0.0792 0.0333
H 5.7793 1.8430 0.9281 0.1431 -0.1633 0.0456
H 5.8460 4.4286 1.0712 0.1275 0.1204 0.0486
H 3.5826 5.4955 0.3047 -0.0139 0.2313 0.0045
H 0.0532 1.7532 0.0723 -0.1335 -0.0837 0.1188
H -0.4858 0.1563 0.6313 -0.0186 0.1055 -0.0157
H -1.9428 1.5652 1.8360 0.0489 0.1201 -0.1479
H -2.0996 2.7383 0.5075 0.0258 -0.0288 0.0465
```
Positions in Å, forces in eV/Å.

Atom charges from the natural (NBO) analysis, given in e for atoms 1 to 8:
1 C -0.636
2 C -0.068
3 O -0.523
4 C 0.896
5 O -0.667
6 N -0.450
7 C -0.219
8 C -0.241